## i
168
Properties=species:S:1:pos:R:3:mulliken_charge:R:1 method="wB97M-V/def2-TZVPD" smiles="O=[N+]([O-])c1ccccc1.O=[N+]([O-])c1ccccc1.O=[N+]([O-])c1ccccc1.O=[N+]([O-])c1ccccc1.O=[N+]([O-])c1ccccc1.O=[N+]([O-])c1ccccc1.O=[N+]([O-])c1ccccc1.O=[N+]([O-])c1ccccc1.O=[N+]([O-])c1ccccc1.O=[N+]([O-])c1ccccc1.O=[N+]([O-])c1ccccc1.O=[N+]([O-])c1ccccc1" multiplicity=1 e_lumo_ev=-1.03 homo_lumo_gap_ha=0.317
O 1.5543 -5.0472 0.2567 -0.60
N 0.7999 -4.9919 -0.6794 1.19
O 1.0223 -5.3408 -1.8272 -0.74
C -0.5468 -4.5123 -0.3600 -0.40
C -1.5140 -4.6498 -1.2962 -0.50
C -2.8067 -4.2384 -0.9368 -0.89
C -2.9955 -3.8198 0.3288 -1.34
C -2.0679 -3.7425 1.3333 -0.42
C -0.7717 -4.1204 0.9594 0.64
H -1.2427 -4.8073 -2.3177 0.52
H -3.5599 -4.2531 -1.6466 0.60
H -3.9879 -3.5175 0.5437 0.44
H -2.3106 -3.2475 2.2966 0.74
H 0.1038 -3.9463 1.5976 0.64
O -0.2067 -0.7612 -8.6923 -0.63
N -1.0727 -0.7580 -7.8880 1.09
O -2.0332 -1.4894 -7.9381 -0.63
C -0.9655 0.1940 -6.7605 0.18
C 0.2132 0.9817 -6.7221 -0.59
C 0.2472 1.9224 -5.6945 -0.30
C -0.9447 2.1473 -4.9622 -0.55
C -2.0345 1.3142 -5.0011 -0.36
C -2.0394 0.2674 -5.9102 -0.56
H 1.0522 0.6832 -7.4162 0.41
H 1.1640 2.4934 -5.5781 0.38
H -0.9806 2.9087 -4.1583 0.37
H -2.7752 1.5450 -4.2983 0.66
H -2.9154 -0.3252 -6.0371 0.54
O -3.1696 2.4136 -0.6991 -0.36
N -2.4109 3.0129 0.0231 0.81
O -1.6432 2.3610 0.7777 -0.03
C -2.4368 4.4482 -0.0083 0.21
C -1.5299 5.1133 0.7789 -0.22
C -1.6546 6.4677 0.8580 -1.25
C -2.5639 7.1289 0.0554 -0.83
C -3.4366 6.4418 -0.7952 -0.64
C -3.3810 5.0496 -0.8149 -0.40
H -0.8689 4.5843 1.4098 0.91
H -0.9891 7.0783 1.4509 0.56
H -2.7212 8.1772 0.1590 0.45
H -4.2246 6.8551 -1.3315 0.54
H -4.0448 4.3904 -1.4135 0.35
O 2.9285 2.2551 2.6495 -0.55
N 2.7061 3.4244 2.3130 1.44
O 3.1984 4.3764 2.8656 -0.70
C 1.9315 3.7377 1.0702 -0.33
C 1.2189 2.7723 0.3811 0.35
C 0.7331 3.1441 -0.8525 -0.65
C 0.8010 4.4413 -1.2784 -0.80
C 1.4733 5.3824 -0.5174 -1.26
C 2.0307 5.0506 0.6824 -0.50
H 1.2662 1.7401 0.7323 0.07
H 0.1991 2.3914 -1.3612 0.80
H 0.3201 4.6589 -2.1914 0.66
H 1.6484 6.3695 -0.8477 0.59
H 2.5550 5.7907 1.2073 0.80
O 4.3680 -5.2430 -6.1880 -0.62
N 3.5824 -4.6217 -6.9197 1.00
O 3.8575 -4.2095 -7.9836 -0.60
C 2.2507 -4.3014 -6.4401 -0.42
C 1.8799 -4.5340 -5.0682 -0.14
C 0.5808 -4.2667 -4.6669 0.29
C -0.3414 -3.7841 -5.5503 -0.25
C 0.0703 -3.5479 -6.8733 -0.91
C 1.3390 -3.7268 -7.2955 -0.60
H 2.5151 -5.2086 -4.4310 0.60
H 0.3239 -4.5177 -3.6447 0.09
H -1.4018 -3.6196 -5.2831 0.41
H -0.6237 -3.2380 -7.6196 0.68
H 1.5714 -3.5322 -8.3344 0.50
O 3.8462 -3.5637 2.2510 -0.69
N 3.5240 -2.9948 1.2196 0.93
O 2.7532 -2.0705 1.2099 -0.23
C 4.1425 -3.4126 -0.0037 -0.80
C 3.7787 -2.7679 -1.2137 0.57
C 3.9209 -3.3895 -2.4764 -0.97
C 4.5321 -4.6253 -2.5158 -0.11
C 4.9598 -5.2154 -1.3782 -0.79
C 4.7302 -4.6902 -0.1199 -0.25
H 3.2441 -1.7980 -1.2484 0.47
H 3.7641 -2.8715 -3.4159 0.55
H 4.7174 -5.1384 -3.4638 0.44
H 5.2722 -6.2305 -1.3421 0.36
H 4.9616 -5.2482 0.8029 0.41
O -5.0354 6.0772 3.7633 -0.62
N -4.8083 4.9137 3.6058 1.12
O -5.5868 4.0775 3.1842 -0.63
C -3.3483 4.4235 3.9098 0.20
C -2.5382 5.2721 4.6944 -1.02
C -1.2804 4.8129 5.0330 -0.63
C -0.8177 3.5999 4.5520 -0.50
C -1.5985 2.8484 3.6954 0.50
C -2.9683 3.2207 3.4200 -1.22
H -2.9131 6.2507 4.9470 0.52
H -0.6344 5.3116 5.7383 0.47
H 0.1940 3.2778 4.8899 0.20
H -1.1390 1.9327 3.3181 0.50
H -3.5528 2.6008 2.8470 1.16
O -5.0811 1.7727 -2.8223 -0.71
N -5.5921 2.1040 -1.7720 1.21
O -5.8905 3.2286 -1.4414 -0.69
C -5.8542 1.0099 -0.8108 0.12
C -5.6595 -0.2663 -1.1434 -0.50
C -5.6994 -1.2198 -0.1131 -0.21
C -6.0614 -0.8510 1.1778 -0.74
C -6.3289 0.4652 1.4755 -0.49
C -6.2944 1.3943 0.4551 -0.46
H -5.3722 -0.5118 -2.1339 0.56
H -5.5414 -2.3018 -0.2683 0.57
H -6.2651 -1.5258 2.0052 0.40
H -6.8053 0.8388 2.3808 0.48
H -6.3826 2.4447 0.7258 0.47
O 3.0783 2.3344 8.1860 -0.61
N 2.4441 2.0678 7.1663 1.04
O 1.5694 2.7787 6.6798 -0.64
C 2.7816 0.7877 6.5179 -0.22
C 2.1464 0.5028 5.2965 0.10
C 2.3543 -0.7659 4.6508 -0.30
C 3.1858 -1.7238 5.2896 -0.93
C 3.7937 -1.4290 6.5344 -0.28
C 3.6271 -0.1598 7.1262 -0.52
H 1.6185 1.3234 4.7902 0.07
H 1.8960 -1.0026 3.7139 0.79
H 3.3696 -2.6653 4.8333 0.60
H 4.4838 -2.0976 7.1152 0.33
H 4.0521 -0.0486 8.1293 0.42
O -2.1531 -0.6292 2.1206 -0.67
N -1.0327 -0.5104 1.5932 1.51
O -0.0305 -0.1578 2.2503 -0.48
C -0.9342 -0.8168 0.1532 -0.47
C -2.1411 -0.7605 -0.5066 0.23
C -2.0957 -0.7515 -1.9048 -0.91
C -0.9236 -1.0197 -2.5906 0.00
C 0.2439 -1.1758 -1.8846 -0.52
C 0.2929 -1.0577 -0.4803 0.48
H -2.9919 -0.6599 0.1580 0.40
H -3.0154 -0.6429 -2.4810 0.26
H -0.7730 -1.0105 -3.6902 0.04
H 1.1089 -1.3213 -2.5094 0.39
H 1.2295 -1.1443 0.0309 -0.17
O -3.4522 -5.3412 3.6722 -0.62
N -2.3639 -5.8006 3.4994 1.09
O -2.0278 -6.6118 2.6746 -0.62
C -1.3814 -5.2629 4.4306 -0.30
C -0.0637 -5.4287 4.0321 -0.08
C 1.0096 -4.6415 4.5814 -0.88
C 0.6176 -3.8703 5.6469 0.11
C -0.6588 -3.7420 6.0955 -0.74
C -1.7078 -4.4024 5.4270 -0.14
H 0.1055 -6.1773 3.2899 0.49
H 1.9424 -4.6873 4.2246 0.74
H 1.3790 -3.1451 6.0136 0.25
H -0.8582 -3.0577 6.9526 0.35
H -2.8060 -4.1634 5.5725 0.38
O 2.8452 0.8650 -1.3686 0.00
N 3.2585 1.8080 -2.0612 0.83
O 2.8418 2.0181 -3.1736 -0.62
C 4.2251 2.7427 -1.4442 0.32
C 4.7277 3.7991 -2.2704 -0.95
C 5.6697 4.6204 -1.6919 -0.47
C 6.1503 4.3888 -0.4624 -0.63
C 5.6406 3.3076 0.3088 -0.48
C 4.6863 2.4615 -0.2321 -0.08
H 4.4039 3.8542 -3.2689 0.60
H 6.1216 5.4548 -2.2275 0.38
H 6.7188 5.1863 0.0554 0.34
H 5.9802 3.1874 1.3136 0.45
H 4.2268 1.6145 0.3029 0.42

## ii
168
Properties=species:S:1:pos:R:3:mulliken_charge:R:1 method="wB97M-V/def2-TZVPD" smiles="O=[N+]([O-])c1ccccc1.O=[N+]([O-])c1ccccc1.O=[N+]([O-])c1ccccc1.O=[N+]([O-])c1ccccc1.O=[N+]([O-])c1ccccc1.O=[N+]([O-])c1ccccc1.O=[N+]([O-])c1ccccc1.O=[N+]([O-])c1ccccc1.O=[N+]([O-])c1ccccc1.O=[N+]([O-])c1ccccc1.O=[N+]([O-])c1ccccc1.O=[N+]([O-])c1ccccc1" multiplicity=1 e_lumo_ev=-0.80 homo_lumo_gap_ha=0.319
O -0.7214 -5.4218 -8.5603 -0.59
N 0.4559 -5.3950 -8.2695 0.99
O 1.2965 -6.2089 -8.6121 -0.59
C 0.8709 -4.3410 -7.3017 0.23
C -0.0814 -3.8030 -6.4781 -0.38
C 0.2924 -2.8988 -5.4864 -0.12
C 1.6185 -2.4537 -5.4432 0.15
C 2.5452 -2.8753 -6.4307 -0.96
C 2.1494 -3.8529 -7.3621 -0.63
H -1.1248 -4.1663 -6.4739 0.42
H -0.3921 -2.4679 -4.7712 0.38
H 2.0077 -1.7753 -4.6421 0.26
H 3.5662 -2.5410 -6.4113 0.49
H 2.9502 -4.1281 -8.0674 0.34
O 0.5211 1.2269 4.5914 -0.49
N 1.2494 0.7485 5.4375 1.10
O 0.9994 -0.2416 6.1009 -0.64
C 2.4949 1.5373 5.8034 -0.56
C 3.2668 1.2203 6.8509 -0.30
C 4.3427 2.0050 7.2547 -0.66
C 4.7308 2.9994 6.4071 -0.55
C 3.9919 3.2906 5.2407 -0.66
C 2.8379 2.5710 4.9458 0.61
H 3.0087 0.4438 7.5330 0.54
H 4.9389 1.8754 8.1553 0.40
H 5.6699 3.5826 6.5380 0.34
H 4.2072 4.1096 4.5536 0.47
H 2.0957 2.9157 4.2364 0.36
O -0.3012 4.4532 4.7897 -0.58
N -0.5494 4.9590 3.6811 0.96
O 0.2209 5.6803 3.0465 -0.54
C -1.8594 4.6511 3.1015 -0.31
C -2.3658 5.5329 2.1538 -0.59
C -3.5917 5.2799 1.6044 -0.97
C -4.2828 4.0853 1.9129 -0.50
C -3.7892 3.2583 2.8727 0.20
C -2.5829 3.5478 3.4639 -0.09
H -1.8356 6.4011 1.8676 0.54
H -3.9242 6.0304 0.9337 0.45
H -5.2803 3.9615 1.5128 0.64
H -4.3314 2.3483 3.1623 0.24
H -2.2179 2.8469 4.2103 0.53
O 2.6800 2.2044 1.6409 0.06
N 3.6995 2.6526 1.1800 0.97
O 4.5409 2.0009 0.5833 -0.60
C 3.9249 4.1358 1.2643 -0.32
C 5.0842 4.6957 0.7449 -0.62
C 5.2910 6.0256 0.9999 -0.63
C 4.3038 6.8046 1.6321 -0.63
C 3.0469 6.2510 1.9315 -0.87
C 2.9361 4.8819 1.8555 0.51
H 5.7883 4.2004 0.1530 0.60
H 6.1323 6.5688 0.5371 0.33
H 4.4999 7.8432 1.8266 0.45
H 2.2939 6.9206 2.3174 0.48
H 2.0674 4.3214 2.0710 0.37
O -6.9425 1.0055 4.3724 -0.59
N -6.1829 1.0873 5.3124 1.10
O -6.3872 1.7184 6.3523 -0.62
C -4.9023 0.4110 5.1097 -0.43
C -4.5718 -0.1698 3.8756 0.20
C -3.3325 -0.7298 3.6445 -0.40
C -2.4030 -0.6283 4.6543 -0.28
C -2.7047 -0.0913 5.8693 -0.47
C -3.9753 0.4136 6.1390 -0.41
H -5.3798 -0.3896 3.1635 0.35
H -3.1326 -1.3161 2.7426 0.59
H -1.3176 -0.9044 4.5271 0.24
H -1.8875 -0.0608 6.6306 0.32
H -4.1280 0.9534 7.0763 0.43
O 3.2659 4.1704 -1.6231 -0.48
N 2.5533 4.5060 -2.5574 1.01
O 3.0080 5.0382 -3.5519 -0.65
C 1.0935 4.1744 -2.4887 -0.15
C 0.4592 4.0521 -3.7217 -0.39
C -0.9279 3.7230 -3.5793 -0.65
C -1.4796 3.3602 -2.4079 -0.83
C -0.7626 3.4400 -1.2478 -0.52
C 0.5498 3.8360 -1.2610 -0.20
H 1.0630 4.3335 -4.6362 0.47
H -1.5363 3.6170 -4.4935 0.34
H -2.5370 3.0913 -2.3830 0.49
H -1.1363 3.1212 -0.3084 1.00
H 1.2032 3.7356 -0.4104 0.51
O -1.7958 -2.2153 -2.4821 -0.73
N -0.7485 -2.0557 -1.8949 1.69
O 0.2716 -2.6820 -2.1059 -0.48
C -0.7743 -1.0751 -0.8567 -0.62
C 0.3866 -0.8952 -0.0536 -1.54
C 0.3675 0.0570 0.9961 0.04
C -0.8187 0.6782 1.3648 0.37
C -1.9865 0.5005 0.6067 -0.40
C -1.9213 -0.3867 -0.4980 -1.26
H 1.1953 -1.5017 -0.2856 1.22
H 1.2849 0.2391 1.5342 0.44
H -0.8797 1.3918 2.1833 0.21
H -2.9112 0.9955 0.9215 0.12
H -2.7743 -0.7215 -1.0202 0.96
O 3.8192 -1.4600 0.8759 -0.58
N 4.1148 -1.1264 2.0198 1.14
O 3.2999 -1.1051 2.9503 -0.62
C 5.4989 -0.8298 2.2861 -0.12
C 6.4526 -0.7562 1.2816 0.15
C 7.7545 -0.4636 1.5969 -0.81
C 8.0344 -0.2467 2.9745 -0.32
C 7.0817 -0.2191 3.9609 -0.74
C 5.8108 -0.5584 3.6542 -0.28
H 6.1387 -0.8461 0.2529 0.46
H 8.5369 -0.5015 0.8335 0.41
H 9.0508 -0.0116 3.2651 0.35
H 7.4003 0.0479 4.9568 0.42
H 4.9707 -0.6984 4.3354 0.53
O -0.2488 1.6651 -6.3711 -0.67
N -0.1699 1.0129 -5.3640 1.27
O -1.0982 0.4950 -4.7670 -0.60
C 1.1644 0.9219 -4.7332 0.24
C 2.2243 1.0739 -5.5540 -0.83
C 3.5053 0.9432 -4.9449 -0.95
C 3.5919 0.6277 -3.5643 -0.59
C 2.4195 0.4818 -2.8346 -1.50
C 1.1665 0.6234 -3.3997 1.01
H 2.1704 1.2171 -6.6073 0.64
H 4.3939 1.0510 -5.5254 0.56
H 4.5759 0.4552 -3.0427 0.38
H 2.6135 0.4868 -1.7969 0.60
H 0.2281 0.5486 -2.8374 0.41
O -7.0227 2.6978 1.3586 -0.66
N -6.5646 1.8810 0.5482 1.08
O -5.6017 1.1893 0.7503 -0.45
C -7.3270 1.5948 -0.7503 0.13
C -8.3694 2.4278 -1.0581 -0.57
C -8.9849 2.1522 -2.2931 -0.25
C -8.5570 1.1618 -3.1628 -0.51
C -7.4433 0.4693 -2.8188 -0.57
C -6.7338 0.7453 -1.6465 -0.27
H -8.7309 3.1437 -0.3217 0.44
H -9.8746 2.7765 -2.4953 0.31
H -9.2030 1.0444 -4.0104 0.40
H -6.9527 -0.1309 -3.5192 0.44
H -5.7959 0.2606 -1.3801 0.52
O -1.7434 -4.3888 -0.5210 -0.48
N -2.4671 -4.3702 0.4108 0.77
O -2.9398 -3.4236 1.0042 -0.52
C -2.7313 -5.6567 0.9370 0.42
C -2.9866 -6.7052 0.0733 -0.04
C -3.2341 -7.9314 0.5818 -0.69
C -3.4648 -7.9898 1.9377 -0.34
C -3.1777 -6.9912 2.8061 -0.64
C -2.9063 -5.7274 2.3050 -0.32
H -2.8418 -6.6052 -1.0265 0.33
H -3.4538 -8.8462 0.0484 0.39
H -3.7743 -8.9441 2.3890 0.30
H -3.1927 -7.2462 3.8003 0.49
H -2.6555 -4.8386 2.9521 0.35
O -1.3660 -7.3953 -2.3794 -0.58
N -0.5048 -7.8255 -3.0736 0.94
O -0.4990 -8.9731 -3.5492 -0.62
C 0.6411 -6.9260 -3.4410 0.44
C 1.3547 -7.2647 -4.5593 -0.88
C 2.4743 -6.4873 -4.8149 -0.37
C 2.8263 -5.4625 -3.9447 -0.34
C 2.1041 -5.1466 -2.8388 -0.46
C 0.9280 -5.8846 -2.6026 -0.21
H 1.1462 -8.0409 -5.1948 0.63
H 3.0434 -6.7836 -5.7251 0.30
H 3.6760 -4.7869 -4.1956 0.34
H 2.3641 -4.2643 -2.2598 0.47
H 0.1906 -5.6612 -1.8198 0.31

Name the most stable of them. ii.

## i
17
Properties=species:S:1:pos:R:3:mulliken_charge:R:1 method="wB97M-V/def2-TZVPD" smiles="CC(C)=O.OCO" multiplicity=1 e_lumo_ev=0.70 homo_lumo_gap_ha=0.383
C 2.6486 -0.6290 0.1317 -1.17
C 1.3829 0.0128 -0.3803 0.96
C 1.2428 1.4911 -0.1269 -1.12
O 0.6080 -0.6201 -1.0679 -0.64
H 2.6778 -1.6826 -0.1329 0.31
H 2.7038 -0.5248 1.2156 0.34
H 3.5233 -0.1208 -0.2759 0.33
H 1.4082 1.7218 0.9269 0.34
H 1.9976 2.0402 -0.6928 0.36
H 0.2624 1.8690 -0.4067 0.27
O -1.8389 0.1655 -0.0127 -0.55
C -2.8901 -0.8554 0.5232 -0.05
O -3.8619 -0.4981 -0.3359 -0.61
H -1.2604 -0.2669 -0.6753 0.36
H -2.5110 -1.8813 0.4084 0.23
H -3.0254 -0.5496 1.5706 0.18
H -3.0679 0.3282 -0.6690 0.47

## ii
17
Properties=species:S:1:pos:R:3:mulliken_charge:R:1 method="wB97M-V/def2-TZVPD" multiplicity=1 e_lumo_ev=0.26 homo_lumo_gap_ha=0.313
C -0.2279 1.6370 -0.4082 -0.58
O 1.0349 2.0854 -0.1384 -0.46
H 1.2122 1.9506 0.8062 0.35
H -0.4572 1.7318 -1.4678 0.36
H -1.0057 1.9758 0.2747 0.31
H -0.5353 0.3556 -0.4283 0.22
C 1.2994 -1.1141 -0.7226 -1.12
C 0.2315 -0.6244 0.1898 0.81
C 0.2172 -0.6339 1.5198 -0.88
O -1.3796 -1.1276 -0.7082 -0.46
O -2.4484 -0.7634 0.2099 -0.34
H -3.0481 -0.3199 -0.4070 0.31
H 1.8870 -0.2874 -1.1295 0.26
H 1.9789 -1.7768 -0.1822 0.34
H 0.8650 -1.6723 -1.5537 0.31
H 1.0109 -1.1355 2.0598 0.26
H -0.6348 -0.2810 2.0857 0.30

Name the most stable of them. i.

## i
24
Properties=species:S:1:pos:R:3:mulliken_charge:R:1 method="wB97M-V/def2-TZVPD" multiplicity=1 total_charge=+1 e_lumo_ev=-2.83 homo_lumo_gap_ha=0.357
C 0.8683 -0.5258 -2.5634 -1.60
C 0.1566 -0.1255 -1.2892 0.10
C -0.8338 -1.2187 -0.8271 -0.69
C -1.7930 -0.7966 0.2624 -0.74
S -1.5839 0.9151 0.9014 -0.28
N 1.2321 -0.0066 -0.2116 -0.18
H 1.4339 -1.4526 -2.4919 0.36
H 1.5552 0.1445 -3.0919 0.42
H 0.1103 -0.5003 -3.3582 0.41
H -0.3544 0.8090 -1.5104 0.40
H -1.4053 -1.4639 -1.7266 0.43
H -0.1882 -2.0564 -0.5582 0.37
H -1.6843 -1.3117 1.2164 0.28
H -2.8610 -0.9340 0.0848 0.50
H -2.8705 1.3173 0.9378 0.18
H 1.0163 0.7007 0.4886 0.34
H 2.1630 0.1903 -0.5622 0.40
H 1.2059 -0.8566 0.3685 0.29
H 0.4765 -2.4492 2.4580 0.31
H 0.9523 -1.3312 3.3785 0.28
O 0.6377 -1.4955 2.4805 -0.58
H 1.9712 2.5334 -1.0582 0.33
H 1.8977 2.9140 0.4222 0.33
O 2.2486 2.2420 -0.1789 -0.67

## ii
24
Properties=species:S:1:pos:R:3:mulliken_charge:R:1 method="wB97M-V/def2-TZVPD" multiplicity=1 total_charge=+1 e_lumo_ev=-3.09 homo_lumo_gap_ha=0.318
C -1.2591 1.1704 0.3958 -0.80
C -1.5331 0.7847 -1.0368 -0.76
C -0.3092 0.3807 -1.8246 -0.63
S 0.8901 1.7549 -1.9370 -0.06
C 2.4496 0.8462 -2.1105 -0.85
N -0.5986 0.0352 1.1602 -0.17
H -0.5870 2.0134 0.4932 0.47
H -2.1393 1.4872 0.9532 0.42
H -2.1545 1.5445 -1.5145 0.36
H -2.2563 -0.0499 -1.0314 0.36
H -0.6007 0.0390 -2.8038 0.42
H 0.2400 -0.4502 -1.3678 0.34
H 2.3121 -0.0898 -2.6422 0.32
H 2.9512 0.6789 -1.1457 0.25
H 3.0785 1.4846 -2.7012 0.34
H 0.3966 0.0612 0.9518 0.36
H -0.7054 0.2888 2.1396 0.38
H -1.0878 -0.8505 0.9782 0.28
H 2.4132 -0.1184 3.1952 0.31
H 1.9044 -1.3799 2.5192 0.32
O 1.8081 -0.4197 2.5082 -0.63
H -2.0763 -3.5723 1.0614 0.32
H -1.6162 -2.7858 2.3556 0.33
O -1.5202 -2.8531 1.4039 -0.68

Name the most stable of them. ii.